{"formula": "C39H73FIN3O20S", "method": "ωB97M-V with the def2-TZVPD basis set", "symbols": ["C", "C", "C", "C", "N", "C", "C", "C", "N", "C", "C", "C", "F", "C", "S", "I", "C", "C", "C", "N", "C", "O", "O", "H", "H", "H", "H", "H", "H", "H", "H", "H", "H", "H", "H", "H", "H", "H", "H", "H", "H", "H", "H", "H", "H", "H", "H", "H", "C", "C", "O", "C", "O", "O", "C", "H", "H", "H", "H", "H", "H", "H", "H", "C", "C", "O", "C", "O", "O", "C", "H", "H", "H", "H", "H", "H", "H", "H", "C", "C", "O", "C", "O", "O", "C", "H", "H", "H", "H", "H", "H", "H", "H", "C", "C", "O", "C", "O", "O", "C", "H", "H", "H", "H", "H", "H", "H", "H", "C", "C", "O", "C", "O", "O", "C", "H", "H", "H", "H", "H", "H", "H", "H", "C", "C", "O", "C", "O", "O", "C", "H", "H", "H", "H", "H", "H", "H", "H"], "positions_angstrom": [[9.92, -5.32, 7.76], [9.52, -3.78, 7.95], [7.98, -3.52, 8.30], [7.81, -2.18, 9.24], [7.05, -3.51, 7.14], [7.17, -2.63, 6.13], [8.20, -1.43, 5.94], [7.59, -0.11, 5.25], [8.28, 1.14, 5.69], [6.14, -2.74, 4.87], [7.01, -3.50, 3.76], [7.53, -2.59, 2.55], [8.82, -1.99, 2.81], [5.00, -3.59, 5.69], [3.79, -4.53, 4.65], [3.74, -1.90, 6.41], [5.87, -4.37, 6.79], [4.80, -4.79, 7.92], [4.80, -3.88, 9.24], [3.74, -3.20, 9.63], [6.50, -5.81, 6.36], [7.08, -6.58, 7.21], [6.43, -6.29, 5.05], [11.06, -5.39, 7.57], [9.57, -6.01, 8.59], [9.45, -5.66, 6.75], [10.13, -3.39, 8.85], [9.91, -3.20, 7.04], [7.65, -4.39, 8.98], [7.31, -2.43, 10.24], [8.78, -1.59, 9.34], [7.05, -1.52, 8.67], [8.68, -1.07, 6.93], [9.09, -1.84, 5.31], [7.64, -0.15, 4.09], [6.46, 0.01, 5.48], [8.82, 1.51, 4.90], [7.54, 1.85, 5.86], [5.55, -1.81, 4.59], [7.87, -4.08, 4.27], [6.34, -4.33, 3.30], [7.68, -3.29, 1.65], [6.75, -1.80, 2.21], [3.06, -3.53, 3.97], [3.72, -4.74, 7.50], [4.91, -5.88, 8.29], [5.74, -3.85, 9.89], [2.98, -3.36, 8.94], [0.85, -2.44, -1.76], [2.30, -2.00, -1.80], [3.03, -2.50, -0.66], [3.35, -3.80, -0.71], [3.08, -4.57, -1.60], [3.99, -4.11, 0.43], [4.28, -5.50, 0.56], [0.39, -2.15, -0.81], [0.29, -1.99, -2.58], [0.77, -3.53, -1.84], [2.35, -0.91, -1.74], [2.80, -2.29, -2.73], [4.84, -5.88, -0.30], [3.36, -6.07, 0.70], [4.90, -5.63, 1.45], [-5.12, -0.53, -4.73], [-3.71, 0.03, -4.86], [-2.72, -0.98, -4.64], [-2.55, -1.86, -5.65], [-3.14, -1.86, -6.70], [-1.62, -2.75, -5.27], [-1.43, -3.81, -6.20], [-5.25, -1.03, -3.77], [-5.86, 0.27, -4.83], [-5.32, -1.28, -5.51], [-3.56, 0.79, -4.09], [-3.55, 0.52, -5.83], [-1.19, -3.42, -7.20], [-2.31, -4.45, -6.24], [-0.58, -4.41, -5.86], [-3.03, -4.88, 10.57], [-2.89, -4.14, 11.89], [-1.53, -4.13, 12.34], [-0.71, -3.29, 11.68], [-1.01, -2.55, 10.77], [0.53, -3.43, 12.19], [1.52, -2.67, 11.51], [-2.62, -5.89, 10.66], [-4.08, -4.95, 10.29], [-2.49, -4.38, 9.77], [-3.47, -4.65, 12.66], [-3.28, -3.12, 11.82], [1.25, -1.61, 11.45], [1.68, -3.07, 10.51], [2.46, -2.75, 12.06], [-0.55, 2.18, -7.65], [-0.36, 2.65, -6.22], [-0.03, 4.04, -6.17], [-1.05, 4.88, -6.40], [-2.20, 4.57, -6.62], [-0.57, 6.14, -6.35], [-1.54, 7.14, -6.69], [0.32, 2.41, -8.26], [-0.72, 1.10, -7.68], [-1.41, 2.67, -8.12], [0.49, 2.11, -5.78], [-1.23, 2.44, -5.60], [-2.43, 7.05, -6.06], [-1.80, 7.06, -7.74], [-1.09, 8.11, -6.51], [-5.15, 5.92, -7.21], [-4.80, 5.38, -8.59], [-5.97, 5.15, -9.38], [-6.56, 6.26, -9.87], [-6.18, 7.40, -9.71], [-7.66, 5.88, -10.55], [-8.44, 6.97, -11.03], [-5.86, 5.25, -6.71], [-4.25, 6.00, -6.60], [-5.62, 6.90, -7.28], [-4.30, 4.41, -8.48], [-4.10, 6.04, -9.12], [-7.84, 7.65, -11.64], [-8.90, 7.50, -10.19], [-9.23, 6.56, -11.66], [-15.56, 9.31, -8.99], [-14.16, 9.87, -9.12], [-13.16, 8.86, -8.89], [-12.99, 7.99, -9.90], [-13.58, 7.98, -10.95], [-12.06, 7.09, -9.51], [-11.86, 6.03, -10.44], [-15.69, 8.82, -8.02], [-16.30, 10.10, -9.08], [-15.76, 8.56, -9.76], [-14.00, 10.64, -8.35], [-14.00, 10.35, -10.09], [-11.63, 6.42, -11.44], [-12.74, 5.39, -10.48], [-11.01, 5.44, -10.10]], "mulliken_charge": [-1.04, -0.51, -0.12, -1.10, 0.79, -0.04, -0.90, -0.39, -0.71, -0.22, -0.18, -0.36, -0.33, -1.52, -0.06, 0.19, 1.25, -0.68, -0.31, -0.54, -0.01, -0.65, -0.67, 0.38, 0.28, 0.22, 0.39, 0.15, 0.54, 0.30, 0.39, 0.26, 0.25, 0.41, 0.26, 0.30, 0.28, 0.27, 0.70, 0.29, 0.14, 0.28, 0.26, 0.21, 0.45, 0.40, 0.34, 0.24, -0.95, -0.22, -0.32, 0.64, -0.56, -0.15, -0.63, 0.29, 0.25, 0.31, 0.29, 0.30, 0.34, 0.30, 0.13, -1.28, -0.12, -0.26, 0.70, -0.56, -0.24, -0.66, 0.31, 0.38, 0.33, 0.33, 0.28, 0.29, 0.29, 0.21, -1.08, -0.17, -0.36, 0.76, -0.56, -0.35, -0.44, 0.29, 0.35, 0.31, 0.28, 0.30, 0.29, 0.20, 0.22, -1.05, 0.02, -0.36, 0.72, -0.51, -0.35, -0.56, 0.35, 0.34, 0.20, 0.29, 0.17, 0.28, 0.26, 0.26, -1.01, 0.01, -0.35, 0.74, -0.55, -0.36, -0.60, 0.31, 0.20, 0.34, 0.15, 0.28, 0.36, 0.30, 0.14, -1.08, -0.17, -0.35, 0.77, -0.55, -0.32, -0.69, 0.29, 0.35, 0.31, 0.28, 0.30, 0.29, 0.35, 0.22], "energy_ev": -108695.244, "lumo_energy_ev": -0.912, "homo_lumo_gap_ev": 7.14}